(1)
Molecular formula: C40H65F5InN2O4SSi
Method: DFT, wB97M-V/def2-TZVPD

```
! RIJCOSX wB97M-V def2-TZVPD def2/J DEFGRID3
* xyz -1 3
C 5.978 -4.749 -3.073
Si 6.261 -2.971 -2.590
C 6.723 -2.888 -0.768
C 4.783 -1.841 -2.837
C 4.292 -1.619 -4.277
C 3.186 -2.563 -4.713
F 3.817 -3.754 -5.118
F 2.687 -2.034 -5.928
In 1.446 -2.970 -3.333
S 2.281 -4.586 -1.592
C 0.859 -1.106 -2.292
C 1.158 0.096 -3.141
O 0.615 1.347 -2.630
C 1.360 1.876 -1.585
C 0.446 2.523 -0.550
F -0.782 2.827 -1.034
F 0.255 1.723 0.552
F 0.995 3.696 -0.082
C -0.340 -3.736 -4.412
O -1.586 -3.301 -3.793
C -2.098 -4.197 -2.902
C -3.103 -5.070 -3.309
C -3.643 -5.974 -2.404
C -3.172 -6.021 -1.097
C -2.171 -5.147 -0.693
C -1.638 -4.229 -1.588
C 7.696 -2.302 -3.628
C 7.856 -0.928 -3.831
C 8.908 -0.421 -4.586
C 9.832 -1.285 -5.162
C 9.694 -2.653 -4.978
C 8.639 -3.150 -4.222
H 6.849 -5.343 -2.778
H 5.858 -4.843 -4.153
H 5.093 -5.152 -2.580
H 7.802 -2.947 -0.617
H 6.238 -3.697 -0.218
H 6.379 -1.948 -0.330
H 5.071 -0.877 -2.399
H 3.979 -2.224 -2.201
H 5.122 -1.739 -4.986
H 3.930 -0.597 -4.409
H 2.406 -5.666 -2.370
H -0.222 -1.180 -2.138
H 1.332 -1.024 -1.308
H 2.239 0.235 -3.258
H 0.716 0.011 -4.134
H 2.056 2.652 -1.929
H 1.936 1.108 -1.060
H -0.368 -3.331 -5.425
H -0.340 -4.828 -4.471
H -3.455 -5.030 -4.333
H -4.431 -6.649 -2.717
H -3.591 -6.729 -0.391
H -1.792 -5.156 0.321
H -0.867 -3.538 -1.274
H 7.137 -0.238 -3.399
H 9.006 0.649 -4.734
H 10.648 -0.890 -5.755
H 10.402 -3.338 -5.432
H 8.530 -4.221 -4.091
C -4.955 0.380 0.053
C -4.879 -1.069 0.560
C -5.886 -1.323 1.683
C -5.510 -0.634 2.995
C -4.092 -1.001 3.432
C -3.039 -0.771 2.344
N -3.520 -1.421 1.084
O -3.301 -2.681 1.064
C -2.766 0.727 2.172
C -1.727 -1.444 2.728
C -5.160 -1.982 -0.630
H -5.770 0.453 -0.668
H -5.158 1.109 0.834
H -4.034 0.664 -0.454
H -5.948 -2.402 1.855
H -6.873 -0.995 1.344
H -5.607 0.452 2.903
H -6.215 -0.933 3.774
H -3.804 -0.417 4.310
H -4.069 -2.055 3.726
H -2.130 0.909 1.305
H -2.251 1.110 3.053
H -3.664 1.327 2.068
H -1.864 -2.493 2.974
H -1.316 -0.930 3.599
H -1.005 -1.377 1.913
H -4.439 -1.802 -1.428
H -6.161 -1.766 -1.008
H -5.105 -3.034 -0.361
C -0.025 5.334 5.001
C -1.002 5.052 3.845
C -1.101 6.257 2.911
C -1.833 7.441 3.544
C -3.211 7.035 4.066
C -3.190 5.813 4.991
N -2.390 4.733 4.324
O -3.075 4.100 3.444
C -2.643 6.169 6.379
C -4.605 5.281 5.182
C -0.467 3.834 3.108
H 0.989 5.145 4.649
H -0.048 6.360 5.357
H -0.213 4.669 5.844
H -1.627 5.952 2.001
H -0.091 6.546 2.612
H -1.236 7.876 4.351
H -1.950 8.231 2.800
H -3.675 7.864 4.607
H -3.859 6.809 3.214
H -2.507 5.266 6.976
H -3.367 6.806 6.890
H -1.704 6.710 6.357
H -5.101 5.100 4.233
H -5.182 6.019 5.742
H -4.596 4.347 5.745
H -0.357 2.987 3.789
H 0.515 4.071 2.698
H -1.098 3.522 2.281
*
```

Properties
F_max = 1.07 eV Å⁻¹
HOMO level (alpha / beta) = -0.18286 / -0.18286 Eh
LUMO (alpha / beta) = 1.94 / 1.84 eV
expectation value of S² = 2.008
DFT total energy = -91178.3873 eV



(2)
Molecular formula: CH12N2O4
Method: DFT, wB97M-V/def2-TZVPD

```
! RIJCOSX wB97M-V def2-TZVPD def2/J DEFGRID3
* xyz 0 1
N 0.555 -0.400 -1.369
C 0.047 0.834 -1.622
N -1.113 1.270 -1.266
H -0.087 -1.095 -0.917
H 1.569 -0.494 -1.245
H 0.786 1.481 -2.168
H -1.264 2.133 -1.718
H 0.737 -0.803 2.412
H -0.156 0.190 1.657
O 0.800 -0.068 1.809
H -2.306 -2.195 -0.536
H -1.837 -1.187 0.522
O -1.495 -1.983 0.053
H -1.707 0.963 0.359
H -2.284 1.456 1.761
O -1.863 0.681 1.292
H 3.734 0.356 0.681
H 2.275 -0.032 0.744
O 3.078 -0.113 0.174
*
```

Properties
F_max = 2.84 eV Å⁻¹
HOMO level = -0.33986 Eh
LUMO = 0.69 eV
structure (SMILES) = [H]/N=C/N.O.O.O.O
energy relative to the best compared isomer or geometry (same formula, charge and spin) = 0.218 eV
DFT total energy = -12402.6231 eV